[1]
DFT (ωB97M-V/def2-TZVPD) results for C35H37ClMnP2 as an isolated structure in a non-equilibrium geometry.

Its HOMO-LUMO gap (alpha / beta) is 7.0682 / 6.4913 eV. The LUMO energy (alpha / beta) is 0.05 / -0.52 eV. As for the spin multiplicity: 6. The net charge is 0. As for the highest occupied orbital energy (alpha / beta): -7.02 / -7.01 eV. For the total energy, the calculation gives -3649.59200 Ha.

Each line ends with the Mulliken charge.
Cartesian coordinates (Å):
Mn1 1.5431 -0.7337 1.5798  0.1907
C1 -1.8962 -0.2951 5.6112  -0.8512
C2 -2.5342 -0.2440 4.4365  0.3190
C3 -3.1513 0.9108 3.6924  -1.1043
C4 -2.2003 1.9440 3.0119  -0.0992
C5 -1.0180 2.4725 3.7650  -0.5903
C6 -0.8539 2.5101 5.0729  -0.1726
C7 -1.8984 2.1792 6.1013  -0.8801
C8 -1.7830 0.7449 6.6777  -0.7273
C9 3.5129 -0.8235 2.4028  -0.9759
H1 -1.3284 -1.2119 5.8108  0.3563
H2 -2.9745 -1.2121 4.1209  0.3885
H3 -3.9254 1.4774 4.2435  0.5704
H4 -3.6830 0.4352 2.8497  0.3634
H5 -1.8712 1.5547 2.0343  -0.0251
H6 -2.8250 2.8119 2.7589  0.4390
H7 -0.1741 2.7688 3.1103  0.3593
H8 0.1264 2.7584 5.4963  0.3206
H9 -2.8984 2.3199 5.6814  0.3755
H10 -1.7360 2.8625 6.9450  0.4222
H11 -0.8290 0.6187 7.2269  0.3428
H12 -2.6297 0.5771 7.3730  0.3395
H13 3.5449 -1.8699 2.0651  0.2348
H14 3.6042 -0.8014 3.5058  0.3977
H15 4.3120 -0.2189 1.9441  0.3049
P1 -0.2681 -1.6197 -1.8468  0.7813
P2 1.4247 0.3809 -2.2246  0.5790
C10 -1.1392 -0.1595 -2.4569  -0.3083
C11 -0.2283 0.7546 -2.9059  -0.9952
C12 -0.6516 -2.8571 -3.1483  0.4330
C13 -1.7775 -2.7913 -3.9864  -0.1531
C14 -2.0204 -3.8033 -4.9196  -0.6172
C15 -1.1362 -4.8755 -5.0472  -0.4302
C16 0.0305 -4.9062 -4.2691  -0.6727
C17 0.2706 -3.9036 -3.3317  -0.4207
C18 -1.1873 -2.0436 -0.3502  -0.0631
C19 -0.8783 -1.2214 0.7516  0.2215
C20 -1.5676 -1.4509 1.9330  1.5821
C21 -2.4733 -2.5013 2.0765  -1.0847
C22 -2.7844 -3.2946 0.9717  -0.9021
C23 -2.1483 -3.0673 -0.2594  -0.8015
C24 2.3785 0.7932 -3.7733  0.3522
C25 2.2194 -0.0278 -4.9105  -0.3700
C26 2.7918 0.3388 -6.1323  -0.5987
C27 3.5707 1.5019 -6.2319  -0.5004
C28 3.7718 2.2862 -5.0922  -0.6236
C29 3.1738 1.9436 -3.8741  -0.3531
C30 1.6977 1.8234 -1.1447  0.4939
C31 2.9564 1.8909 -0.5110  -0.5512
C32 3.3119 3.0573 0.1590  -0.6736
C33 2.4194 4.1316 0.2576  -0.5326
C34 1.1320 3.9943 -0.2623  -0.6560
C35 0.7540 2.8371 -0.9487  -0.3364
H16 -2.2280 -0.0699 -2.4067  0.6721
H17 -0.3831 1.5635 -3.6099  0.6260
H18 -2.4564 -1.9433 -3.9135  0.3272
H19 -2.9107 -3.7489 -5.5511  0.3758
H20 -1.3528 -5.6838 -5.7462  0.3682
H21 0.7446 -5.7166 -4.4032  0.3704
H22 1.1863 -3.9197 -2.7388  0.3570
H23 -0.1858 -0.3321 0.6606  -0.1341
H24 -1.3342 -0.8058 2.7667  -0.5388
H25 -2.9495 -2.6971 3.0415  0.3924
H26 -3.5060 -4.1021 1.0840  0.3854
H27 -2.4125 -3.6738 -1.1282  0.4119
H28 1.6232 -0.9416 -4.8477  0.3265
H29 2.6396 -0.2760 -7.0182  0.3928
H30 4.0064 1.7972 -7.1869  0.3559
H31 4.3937 3.1776 -5.1459  0.3859
H32 3.3032 2.5924 -3.0100  0.2456
H33 3.6483 1.0404 -0.5621  0.5016
H34 4.3017 3.1397 0.5993  0.4355
H35 2.7264 5.0697 0.7348  0.3931
H36 0.4091 4.8005 -0.1519  0.4047
H37 -0.2580 2.7414 -1.3575  0.3657
Cl1 0.9180 -0.7583 3.8509  -0.5182

Cartesian forces (eV/Å) of the 2 atoms listed first:
Mn 1.0 0.2 2.0
C 0.4 -0.4 -0.2

***

[2]
DFT (ωB97M-V/def2-TZVPD) results for a 3-piece molecular cluster, C25H44Cl2N7O5 overall in a non-equilibrium geometry.

Its HOMO-LUMO gap is 7.8062 eV. The LUMO energy is -2.64 eV. The net charge is +1. As for the highest occupied orbital energy: -10.44 eV. For the total energy, the calculation gives -2658.55273 Ha.

Each line ends with the Mulliken charge.
Cartesian coordinates (Å):
C1 2.9342 8.6679 -1.0992  -1.2373
C2 2.9474 7.3492 -1.7844  1.0398
Cl1 2.5127 7.4104 -3.4436  -0.1422
C3 3.2278 6.1756 -1.2206  -0.7072
Cl2 3.6902 6.0533 0.4371  -0.1697
N1 3.1713 4.9773 -1.9436  0.5075
O1 4.3242 4.4059 -2.4182  -0.2978
C4 4.8267 3.3478 -1.5648  -0.3439
C5 6.3513 3.3440 -1.6532  0.0503
C6 6.9772 4.2610 -0.6115  -1.2408
O2 6.8184 2.0177 -1.5061  -0.5489
C7 2.0100 4.3805 -2.2387  0.1578
N2 1.8605 3.2618 -2.9417  -0.5884
C8 0.5586 3.0328 -2.9886  0.5140
C9 -0.0970 1.8784 -3.6364  -0.8257
C10 -1.0905 1.1544 -2.7245  -0.1116
C11 -2.2888 1.9886 -2.3918  -0.0889
O3 -2.7451 2.7807 -3.1696  -0.5946
N3 -2.8674 1.7716 -1.1377  0.0944
C12 -2.0555 2.2855 -0.0605  0.1139
C13 -1.0727 1.4955 0.5461  0.0093
C14 -0.2753 2.0482 1.5500  -1.1190
C15 -0.4533 3.3674 1.9775  -0.6104
C16 -1.4571 4.1469 1.3857  -0.6505
C17 -2.2457 3.6094 0.3660  -0.3947
N4 -0.1102 3.9918 -2.3521  0.0227
N5 0.8164 4.8519 -1.8476  -0.1397
H1 3.3578 9.4178 -1.7561  0.3618
H2 1.8973 8.9600 -0.9339  0.2985
H3 3.4478 8.6333 -0.1496  0.4060
H4 4.4364 2.4009 -1.9325  0.2900
H5 4.4993 3.5053 -0.5410  0.3704
H6 6.6123 3.6744 -2.6539  0.3113
H7 6.5800 4.0317 0.3748  0.3247
H8 6.8218 5.3085 -0.8499  0.3125
H9 8.0450 4.0664 -0.5850  0.3762
H10 6.5922 1.7161 -0.6203  0.3508
H11 -0.6397 2.2400 -4.5093  0.3607
H12 0.6501 1.1880 -4.0031  0.3620
H13 -0.6162 0.7618 -1.8340  0.4347
H14 -1.4704 0.2934 -3.2729  0.2051
H15 -3.7907 2.1887 -1.1310  0.3946
H16 -0.9288 0.4694 0.2412  0.5754
H17 0.4916 1.4448 2.0102  0.5006
H18 0.1485 3.7929 2.7633  0.4900
H19 -1.6446 5.1553 1.7194  0.4766
H20 -3.0277 4.2066 -0.0862  0.4481
H21 -1.0955 4.1550 -2.2005  0.3543
H22 0.5304 5.6584 -1.3188  0.2593
C18 -2.6882 -1.9943 1.5599  -1.3516
C19 -3.0576 -1.8065 0.0925  1.1005
C20 -4.2840 -2.6188 -0.3444  -0.9768
O4 -4.0321 -3.9911 -0.5409  -0.4089
C21 -4.0907 -4.7965 0.6267  -0.4825
N6 -1.8797 -2.0803 -0.7401  -0.5827
H23 -2.2098 -2.9553 1.7471  0.2275
H24 -1.9835 -1.2210 1.8702  0.2761
H25 -3.5689 -1.9212 2.2000  0.3630
H26 -3.3139 -0.7511 -0.0492  -0.1475
H27 -4.6133 -2.2409 -1.3171  0.3561
H28 -5.1184 -2.4764 0.3547  0.4515
H29 -4.8622 -4.4428 1.3169  0.3009
H30 -3.1272 -4.8355 1.1387  0.0916
H31 -4.3411 -5.8090 0.3144  0.2775
H32 -2.1060 -1.8654 -1.7076  0.2031
H33 -1.7268 -3.0856 -0.7389  0.3332
C22 -0.6120 -9.4779 3.8250  -1.3966
C23 -0.6007 -8.8804 2.4219  0.3696
C24 -0.5991 -7.3454 2.4020  -0.7715
O5 -1.8499 -6.7477 2.6899  -0.2382
C25 -2.1525 -6.6067 4.0660  -0.7943
N7 -1.7080 -9.4515 1.6512  -0.7206
H34 -1.5948 -9.4028 4.2899  0.2839
H35 -0.3581 -10.5361 3.7816  0.3519
H36 0.1133 -8.9819 4.4730  0.3455
H37 0.3298 -9.1951 1.9403  0.3907
H38 -0.3491 -7.0186 1.3888  0.3305
H39 0.1735 -6.9430 3.0705  0.4113
H40 -1.2543 -6.3947 4.6529  0.3628
H41 -2.6446 -7.4963 4.4646  0.2506
H42 -2.8415 -5.7676 4.1660  0.2552
H43 -1.6418 -9.1485 0.6837  0.2678
H44 -2.5724 -9.0384 1.9907  0.3082

Cartesian forces (eV/Å) of the 2 atoms listed first:
C -0.3 -0.1 -0.1
C 0.1 0.3 0.1

***

[3]
DFT (ωB97M-V/def2-TZVPD) results for a 2-piece molecular cluster, C28H56ClFN6O6P overall in a non-equilibrium geometry.

Its HOMO-LUMO gap is 9.1222 eV. The LUMO energy is -2.82 eV. The net charge is +1. As for the highest occupied orbital energy: -11.94 eV. For the total energy, the calculation gives -2781.39358 Ha.

Each line ends with the Mulliken charge.
Cartesian coordinates (Å):
C1 7.1611 -0.1142 -2.2757  -1.1906
C2 5.9050 -0.8689 -2.7625  -0.5268
C3 4.5989 -0.1779 -2.2796  -0.0247
C4 3.6310 -1.1344 -1.5598  -1.4546
C5 2.1469 -1.0082 -2.0647  -0.4464
C6 1.4550 0.0280 -1.1714  -1.1132
C7 -0.0200 0.4867 -1.5272  0.5258
Cl1 -0.5230 -0.6484 -2.8213  -0.1949
C8 -0.9296 0.3151 -0.2812  -0.6266
N1 -0.3581 0.9769 0.8830  -0.0461
C9 -0.9775 -1.2457 0.0393  -0.8845
C10 -0.4925 -1.6671 1.4282  -1.3469
N2 -1.4406 -1.4181 2.5100  -0.4181
N3 -2.2706 0.7872 -0.5392  1.1510
C11 -3.2381 0.5889 0.4881  -0.5867
C12 -3.4758 1.7647 1.4485  0.3439
O1 -4.4359 1.8836 2.1469  -0.5344
F1 -2.5165 2.7480 1.4795  -0.2245
C13 -2.5746 1.8570 -1.4579  -1.0833
C14 -3.9301 1.6035 -2.1844  -2.6404
C15 -4.1714 0.1472 -2.5967  0.0792
C16 -5.2706 0.1260 -3.6992  -0.6864
C17 -4.9818 -0.9013 -4.8187  -1.2374
C18 -1.4705 2.3170 -2.4777  -0.4668
O2 -1.8370 1.6780 -3.6919  -0.1773
C19 -2.0481 2.3418 -4.7896  0.6644
N4 -2.1220 2.9978 -5.7614  -0.5643
P1 -1.6523 4.1902 -2.6514  0.9174
O3 -0.6925 4.7642 -3.5828  -0.7474
O4 -1.5551 4.9589 -1.2503  -0.6146
O5 -3.1278 4.5316 -3.0778  -0.5025
N5 -0.0611 1.9254 -2.0601  1.5048
N6 0.3051 2.8491 -1.0459  -0.5431
C20 0.8535 2.1354 -3.2489  0.1906
C21 1.8459 3.2852 -3.0558  0.1470
C22 3.2617 2.8453 -2.4350  -1.1953
O6 2.8617 3.2781 -3.8927  -0.5095
H1 7.5810 -0.6103 -1.4053  0.2905
H2 6.9540 0.9320 -2.0780  0.3456
H3 7.9257 -0.1523 -3.0494  0.3392
H4 5.8933 -1.9080 -2.4441  0.3290
H5 5.9444 -0.8736 -3.8492  0.3470
H6 4.1454 0.2453 -3.1744  -0.0032
H7 4.8268 0.6621 -1.6309  0.3296
H8 3.6733 -1.0636 -0.4738  0.2976
H9 3.9312 -2.1405 -1.8446  0.6707
H10 1.7648 -2.0142 -1.9413  0.4582
H11 2.2585 -0.7209 -3.1022  0.3835
H12 1.4780 -0.3917 -0.1709  0.3847
H13 2.1400 0.8829 -1.1282  -0.0518
H14 0.6297 0.9009 1.0310  0.2318
H15 -0.9278 1.0602 1.7017  0.2716
H16 -1.9873 -1.6282 -0.0795  0.2743
H17 -0.3469 -1.8358 -0.6218  0.7765
H18 0.5274 -1.3470 1.6411  0.2552
H19 -0.4032 -2.7528 1.3547  0.7465
H20 -1.1508 -0.6829 3.1390  0.2073
H21 -1.5848 -2.2415 3.0725  0.2488
H22 -4.2418 0.3797 0.1309  0.3299
H23 -3.0237 -0.2468 1.1590  0.6903
H24 -2.7860 2.7768 -0.8815  0.9065
H25 -4.1320 2.3195 -2.9705  0.8809
H26 -4.6789 1.8233 -1.4197  0.6376
H27 -4.5656 -0.4614 -1.7891  0.3379
H28 -3.2812 -0.3143 -3.0100  0.0031
H29 -5.3661 1.0991 -4.1758  0.3553
H30 -6.2349 -0.0933 -3.2481  0.4826
H31 -5.9204 -1.3693 -5.1026  0.3766
H32 -4.2544 -1.6534 -4.5305  0.3240
H33 -4.6444 -0.3838 -5.7137  0.2970
H34 -0.6289 5.0751 -1.0115  0.3660
H35 -3.5787 5.0511 -2.3967  0.3738
H36 1.1022 2.5383 -0.5050  0.2732
H37 -0.4490 2.9897 -0.3764  0.2084
H38 1.4446 1.2781 -3.5368  0.3939
H39 0.3773 2.5280 -4.1474  0.1431
H40 1.4700 4.2414 -2.7599  0.7489
H41 4.2915 3.1534 -2.6532  0.4950
H42 3.1356 3.7216 -1.7119  0.3124
C23 0.3439 -3.5122 8.9223  -1.2290
C24 -0.0752 -2.6855 7.7106  -0.4364
C25 -0.4192 -3.5363 6.4886  -0.2625
C26 0.7351 -4.3768 5.9387  -0.7026
C27 1.9776 -3.5826 5.5391  -0.5516
C28 1.7166 -2.5885 4.4128  -0.9430
H43 1.2483 -4.0896 8.7257  0.2847
H44 0.5510 -2.8627 9.7733  0.3829
H45 -0.4481 -4.2042 9.2141  0.3006
H46 0.7124 -1.9670 7.4657  0.2356
H47 -0.9549 -2.0944 7.9780  0.3848
H48 -0.8039 -2.8808 5.6990  -0.0674
H49 -1.2430 -4.2087 6.7456  0.4066
H50 0.3741 -4.9331 5.0672  0.3702
H51 1.0211 -5.1309 6.6755  0.3387
H52 2.7473 -4.2862 5.2131  0.3556
H53 2.3907 -3.0577 6.4037  0.2952
H54 1.3470 -3.1027 3.5211  0.2027
H55 2.6367 -2.0658 4.1437  0.4249
H56 0.9821 -1.8339 4.7037  0.2041

Cartesian forces (eV/Å) of the 2 atoms listed first:
C 0.1 -0.9 -0.5
C 0.0 0.9 0.4

***

[4]
DFT (ωB97M-V/def2-TZVPD) results for a 2-piece molecular cluster, C2H3F3O2 overall in a non-equilibrium geometry.

Its HOMO-LUMO gap is 9.0682 eV. The LUMO energy is 0.34 eV. The net charge is 0. As for the highest occupied orbital energy: -8.72 eV. For the total energy, the calculation gives -527.97298 Ha.

Each line ends with the Mulliken charge.
Cartesian coordinates (Å):
C1 -1.4218 0.2665 -0.4768  0.1833
C2 0.7614 -0.0245 0.2086  0.5184
O1 1.5324 -0.1405 -0.9293  -0.4200
O2 0.8562 0.8308 1.1288  -0.3884
F1 -1.8856 1.3964 0.1315  -0.2190
F2 -1.9226 -0.8227 0.0642  -0.2151
F3 0.5862 -1.4187 0.5713  -0.3217
H1 -1.6656 0.2539 -1.4957  0.2124
H2 1.6300 -1.0464 -1.0122  0.2985
H3 1.5294 0.7052 1.8096  0.3516

Cartesian forces (eV/Å) of the 2 atoms listed first:
C 3.7 0.5 2.5
C -5.1 -3.8 -4.9

***

[5]
DFT (ωB97M-V/def2-TZVPD) results for one molecule with the formula C5H9O2PS2 in a non-equilibrium geometry.

As for the structure (SMILES): CP(C)(=S)C#CS(C)(=O)=O. Its HOMO-LUMO gap is 9.2506 eV. The LUMO energy is 0.22 eV. The net charge is 0. As for the highest occupied orbital energy: -9.03 eV. For the total energy, the calculation gives -1484.01796 Ha.

Each line ends with the Mulliken charge.
Cartesian coordinates (Å):
C1 -2.6195 -0.2341 1.6309  -0.9935
P1 -1.8251 0.0819 -0.0273  0.6628
C2 -2.3156 -1.3539 -0.9921  -1.0880
S1 -2.0959 1.8315 -0.8670  -0.3997
C3 -0.0144 -0.2499 0.1000  -0.3937
C4 1.2049 0.0188 -0.0033  0.1745
S2 2.8360 0.0160 -0.5894  1.1086
C5 3.4487 1.5989 -0.0299  -0.9018
O1 2.7721 -0.0228 -2.0170  -0.5754
O2 3.4437 -1.1004 0.0942  -0.5870
H1 -3.7203 -0.1819 1.5679  0.3280
H2 -2.2778 -1.2626 2.0113  0.3319
H3 -2.3091 0.5377 2.3795  0.3086
H4 -2.2033 -2.4635 -0.5610  0.3307
H5 -3.4521 -1.4196 -1.0604  0.3319
H6 -1.8948 -1.3293 -1.9288  0.3611
H7 3.5306 1.6106 1.1249  0.3265
H8 4.5193 1.4748 -0.4603  0.2912
H9 2.9725 2.4480 -0.3723  0.3832

Cartesian forces (eV/Å) of the 2 atoms listed first:
C 1.1 -0.5 0.7
P 0.4 -0.2 0.5

***

[6]
DFT (ωB97M-V/def2-TZVPD) results for C9H22F2FeO8P2S as an isolated structure in a non-equilibrium geometry.

Its HOMO-LUMO gap (alpha / beta) is 8.5693 / 9.1196 eV. The LUMO energy (alpha / beta) is 0.37 / 0.37 eV. As for the spin multiplicity: 5. The net charge is 0. As for the highest occupied orbital energy (alpha / beta): -8.20 / -8.75 eV. For the total energy, the calculation gives -3502.57117 Ha.

Each line ends with the Mulliken charge.
Cartesian coordinates (Å):
Fe1 1.4613 1.5131 0.4016  0.6961
C1 -1.0702 0.5202 4.7388  -1.6947
C2 -0.7106 0.5807 3.2694  1.1141
O1 -1.8298 0.1872 2.4550  -0.6170
P1 0.5697 -0.6177 2.7458  0.7912
O2 1.7765 -0.6878 3.7620  -0.5839
O3 -0.0533 -2.0506 3.0224  -0.5944
O4 0.9670 -0.4334 1.3196  -0.5293
P2 -0.1566 2.2702 2.7290  0.9699
O5 1.4944 2.0254 2.7895  -0.3375
O6 -0.5266 3.3607 3.6381  -0.7804
O7 -0.4645 2.2994 1.2483  -0.7626
H1 -1.5486 -0.4302 4.9744  0.4063
H2 -1.7573 1.3339 4.9667  0.4191
H3 -0.1791 0.6425 5.3547  0.3589
H4 -1.9539 0.8824 1.7914  0.3379
H5 2.4739 -0.0494 3.5529  0.3892
H6 -0.8695 -2.1916 2.5180  0.3597
H7 1.8970 2.7951 3.2219  0.2373
C3 1.5860 -1.6074 -4.3596  -1.2205
C4 0.0891 -1.3020 -4.4220  -0.1870
C5 -0.2429 0.0661 -3.8306  -0.9152
S1 0.0546 0.0365 -2.0137  0.8870
O8 0.7689 1.3340 -1.7182  -0.8290
C6 -1.6724 0.3118 -1.4846  -0.0686
C7 -2.5056 -0.9702 -1.5311  -0.5059
C8 -1.9342 -2.0938 -0.6622  -0.8519
H8 1.7823 -2.6400 -4.6451  0.3669
H9 1.9767 -1.4511 -3.3528  0.3468
H10 2.1342 -0.9533 -5.0387  0.3088
H11 -0.4668 -2.0738 -3.8814  0.1572
H12 -0.2431 -1.3358 -5.4615  0.4211
H13 -1.2781 0.3493 -4.0161  0.3329
H14 0.4175 0.8439 -4.2144  0.4359
H15 -2.0952 1.1002 -2.1068  0.5309
H16 -1.5624 0.6984 -0.4707  -0.4095
H17 -2.5923 -1.3124 -2.5668  0.2209
H18 -3.5150 -0.7407 -1.1839  0.4118
H19 -0.9354 -2.3814 -0.9859  0.3760
H20 -2.5768 -2.9739 -0.7008  0.4354
H21 -1.8767 -1.7512 0.3697  -0.0356
F1 3.5126 0.5836 -0.5682  -0.2622
C9 3.4883 1.9698 -0.1864  -0.1824
F2 3.8353 1.8908 1.2107  -0.2791
H22 4.3312 2.4524 -0.6787  0.3357

Cartesian forces (eV/Å) of the 2 atoms listed first:
Fe -0.1 0.5 -0.8
C 0.0 0.0 0.0